1.
A cluster of 13 separate species, C45H90BBr24FN3O6S in total at a distorted geometry, computed with the ωB97M-V functional and the def2-TZVPD basis.

Element x y z (Å)
C -1.0473 5.4853 8.2495
C -0.1422 5.0265 7.0868
C -1.0248 4.6092 5.9015
C -0.2302 3.9456 4.7477
C -0.3883 2.3985 4.7340
C -1.2161 1.8660 3.5558
C -1.5505 0.3758 3.8402
N -2.5432 2.6295 3.6546
C -3.4582 2.1831 2.7990
N -4.7794 2.2523 2.9957
C -5.7950 1.7723 2.0261
C -6.3771 2.8915 1.1315
C -5.3934 4.0256 0.7707
C -5.5014 4.4975 -0.6944
O -4.3636 3.9678 -1.4119
C -4.1319 4.5794 -2.6241
C -3.8734 3.5924 -3.7403
O -4.1092 5.7710 -2.7587
S -5.3268 2.9419 4.4419
O -5.0947 2.0086 5.4798
O -4.8093 4.2485 4.5635
F -6.8446 3.0286 4.1835
N -3.0542 1.6794 1.5669
C -1.8205 2.4276 1.2087
B -1.5680 2.2487 -0.3489
O -1.9874 1.0598 -0.9264
O -0.9987 3.2294 -1.1375
C -0.6292 2.1682 2.1479
C 0.4597 1.2174 1.5826
C 1.4524 2.0995 0.7665
C 1.3215 0.4675 2.6273
C 2.4730 -0.3507 1.9712
C 2.0261 -1.2913 0.8285
H -0.5585 6.2057 8.9014
H -1.4195 4.6227 8.8029
H -1.9276 5.9789 7.8290
H 0.4200 5.9003 6.7534
H 0.5381 4.2322 7.3929
H -1.8770 3.9979 6.2134
H -1.4507 5.5339 5.5019
H 0.8308 4.1625 4.8514
H -0.5898 4.3933 3.8211
H 0.5502 1.8675 4.8561
H -0.9752 2.1590 5.6321
H -0.8076 -0.0072 4.5402
H -2.5121 0.2388 4.3383
H -1.4596 -0.2535 2.9585
H -2.8397 2.5744 4.6281
H -6.6101 1.3826 2.6364
H -5.4340 0.9328 1.4450
H -6.8473 2.4515 0.2535
H -7.1949 3.3412 1.6983
H -5.6227 4.8904 1.3943
H -4.3496 3.7662 0.9215
H -6.3955 4.1092 -1.1840
H -5.4918 5.5847 -0.7175
H -4.7830 2.9973 -3.8440
H -3.0742 2.9017 -3.4616
H -3.6005 4.1042 -4.6549
H -2.9054 0.6756 1.6191
H -2.0903 3.4796 1.3503
H -1.2449 0.4746 -1.1387
H -1.7154 3.7711 -1.4911
H -0.1476 3.1446 2.2343
H 0.0511 0.4284 0.9428
H 1.8238 1.5131 -0.0737
H 2.2791 2.4347 1.3887
H 0.9617 2.9702 0.3258
H 0.7546 -0.2663 3.1989
H 1.8156 1.2216 3.2446
H 3.3120 0.2834 1.6895
H 2.8363 -0.9879 2.7850
H 1.8844 -0.6962 -0.0745
H 1.1223 -1.8594 1.0459
H 2.8580 -1.9517 0.6003
Br -0.0381 -1.0413 -3.2228
C -1.1111 -0.0283 -4.5001
C -2.1947 -0.8699 -5.1325
Br -1.4523 -2.0456 -6.5045
H -0.4270 0.3770 -5.2392
H -1.5383 0.7830 -3.9151
H -2.9080 -0.2374 -5.6557
H -2.7255 -1.4925 -4.4199
Br -5.4567 -3.1266 -6.4023
C -5.1594 -4.7248 -7.4825
C -3.7211 -4.8540 -7.8973
Br -3.2715 -3.6359 -9.3436
H -5.8396 -4.6670 -8.3258
H -5.4436 -5.5572 -6.8431
H -3.5266 -5.8461 -8.2931
H -3.0345 -4.6550 -7.0882
Br 5.6658 -3.0273 3.2538
C 5.8035 -1.7838 4.7445
C 4.7889 -2.0819 5.8151
Br 3.0236 -1.4795 5.2630
H 5.6814 -0.7889 4.3293
H 6.8144 -1.9037 5.1288
H 5.0139 -1.5285 6.7247
H 4.7118 -3.1391 6.0467
Br 6.3616 1.6621 3.5226
C 6.3936 2.8962 5.0266
C 5.3975 2.5024 6.0802
Br 3.5737 2.9499 5.5572
H 6.2193 3.8885 4.6237
H 7.4003 2.8341 5.4314
H 5.5791 3.0561 6.9989
H 5.4070 1.4374 6.2904
Br -4.2481 -8.5132 -8.7769
C -3.4059 -8.8333 -10.5075
C -3.8058 -7.7848 -11.5122
Br -5.6198 -8.0545 -12.1734
H -3.6785 -9.8367 -10.8035
H -2.3354 -8.7916 -10.3189
H -3.1687 -7.8298 -12.3927
H -3.7730 -6.7830 -11.0941
Br 9.1646 5.3208 6.4855
C 10.5293 4.1248 7.1960
C 10.4519 2.7616 6.5694
Br 8.9581 1.7334 7.2836
H 10.3979 4.1028 8.2730
H 11.4804 4.5960 6.9541
H 11.3414 2.1815 6.8045
H 10.3200 2.8007 5.4928
Br 1.9066 6.6038 -0.7924
C 0.7175 7.4278 -2.0953
C -0.3912 6.4947 -2.4970
Br 0.2399 5.1143 -3.7191
H 1.3325 7.7354 -2.9343
H 0.3118 8.3072 -1.6002
H -1.1662 7.0301 -3.0403
H -0.8319 5.9867 -1.6452
Br 13.5359 6.4454 6.1090
C 14.0570 6.3267 7.9803
C 15.1229 5.2869 8.1926
Br 14.3829 3.4863 8.1229
H 13.1544 6.1208 8.5469
H 14.4278 7.3158 8.2393
H 15.5563 5.3827 9.1856
H 15.9097 5.3331 7.4473
Br -3.3977 -11.1984 -13.2983
C -2.9375 -13.0747 -13.0691
C -3.0646 -13.4967 -11.6301
Br -1.5852 -12.8327 -10.5535
H -1.9339 -13.2024 -13.4607
H -3.6415 -13.6241 -13.6900
H -3.0221 -14.5803 -11.5462
H -3.9760 -13.1332 -11.1669
Br -4.6256 -1.0385 -3.1957
C -4.2952 -2.9083 -2.7511
C -4.5332 -3.1861 -1.2877
Br -3.0708 -2.5174 -0.1904
H -3.2779 -3.1302 -3.0589
H -4.9882 -3.4733 -3.3680
H -4.5533 -4.2568 -1.0964
H -5.4451 -2.7304 -0.9142
Br 0.9234 -4.1322 -1.7408
C 2.4509 -4.1145 -2.9318
C 3.7224 -3.6211 -2.2881
Br 3.7335 -1.6783 -2.0902
H 2.1577 -3.5009 -3.7784
H 2.5626 -5.1494 -3.2472
H 4.5686 -3.8452 -2.9335
H 3.8937 -4.0323 -1.2982
Br -5.5513 -6.1405 -2.5790
C -5.0470 -7.4960 -3.8641
C -3.5503 -7.5312 -4.0050
Br -2.9075 -5.9825 -4.9953
H -5.5595 -7.2481 -4.7880
H -5.4233 -8.4433 -3.4848
H -3.2416 -8.4070 -4.5721
H -3.0338 -7.5154 -3.0510

Forces on atoms 1 to 3 (eV/Å):
0.027 -0.203 -0.515
-1.036 0.393 0.176
0.741 0.407 -0.500

Computed properties:
LUMO level = -2.605 eV
Calculated total energy = -1760127.0946 eV
2S+1 = 1
Net charge = +1
Max |F| = 1.47 eV/A

***

2.
A structure of composition CH4Na at a distorted geometry, computed with the ωB97M-V functional and the def2-TZVPD basis.

Element x y z (Å)
C 2.4133 2.5853 0.8534
H 2.3489 1.5479 0.4934
H 1.5044 3.1318 0.5613
H 3.2933 3.0736 0.4094
H 2.5065 2.5880 1.9494
Na 0.8795 1.7344 1.6272

Forces on atoms 1 to 3 (eV/Å):
2.449 1.358 -1.236
0.784 0.395 -0.411
0.750 0.458 -0.408

Computed properties:
LUMO level = -4.965 eV
Calculated total energy = -5511.1232 eV
2S+1 = 1
Net charge = +1
Max |F| = 5.35 eV/A
Energy above the lowest of the compared OMol25 structures with the same formula, charge and spin = 1.011 eV

***

3.
A structure of composition C27H22N7OPdS2Te, computed with the ωB97M-V functional and the def2-TZVPD basis.

Element x y z (Å)
Pd 0.4080 -0.1679 -1.0053
N -3.6186 -0.3703 -1.3917
C -3.7065 -0.2686 -0.0123
C -4.7887 -0.2400 0.8615
C -4.5084 -0.0868 2.2095
C -3.1989 0.0421 2.6753
C -2.0974 -0.0080 1.8103
C -2.3861 -0.1681 0.4410
N -1.5530 -0.2285 -0.6458
C -2.3177 -0.3302 -1.7239
C -1.6577 -0.3958 -3.0131
C -2.1161 -0.4638 -4.2886
S -0.8044 -0.5648 -5.3730
C 0.2917 -0.5029 -4.0784
N -0.2761 -0.4179 -2.9065
H -4.3942 -0.4603 -2.0310
H -5.8098 -0.3156 0.5096
H -5.3263 -0.0383 2.9155
H -3.0320 0.2006 3.7331
H -1.0883 0.1982 2.1415
H -3.1353 -0.4644 -4.6455
H 1.3621 -0.5339 -4.2226
C 1.3189 4.6887 -0.7638
C 0.6548 3.4656 -0.6018
N 1.1991 2.2987 -0.8852
C 2.4604 2.2791 -1.3669
C 3.2154 3.4498 -1.5566
C 2.6020 4.6774 -1.2396
C 4.5586 3.3767 -2.0477
C 5.1237 2.1864 -2.3272
C 4.3901 0.9686 -2.1540
C 4.9675 -0.2787 -2.4460
C 4.2387 -1.4289 -2.2762
C 2.9255 -1.3209 -1.8287
N 2.3542 -0.1527 -1.5518
C 3.0611 1.0030 -1.6892
H 0.8170 5.6136 -0.5151
H -0.3634 3.4485 -0.2278
H 3.1533 5.5994 -1.3779
H 5.1103 4.2984 -2.1849
H 6.1408 2.1238 -2.6928
H 5.9883 -0.3188 -2.8064
H 4.6534 -2.4039 -2.4897
H 2.3096 -2.2011 -1.6959
Te -1.7897 -2.7862 2.2893
C -3.0265 -3.4491 3.6780
C -4.2989 -4.0256 3.4848
C -4.8858 -4.4620 4.6575
C -4.0765 -4.2158 5.7636
S -2.6249 -3.4734 5.3792
H -4.7391 -4.1179 2.5009
H -5.8474 -4.9486 4.7311
H -4.3093 -4.4679 6.7897
N 2.9276 -0.9681 2.0097
C 1.9534 -0.1229 1.6595
N 2.0347 1.1537 2.0475
O 0.9681 -0.5475 0.9830
H 3.6710 -0.7105 2.6376
H 2.8112 -1.9418 1.7875
H 2.7777 1.4992 2.6316
H 1.3289 1.7970 1.7351

Forces on atoms 1 to 3 (eV/Å):
0.567 -0.168 0.023
-0.086 -0.004 -0.165
0.134 0.027 0.169

Computed properties:
LUMO level (spin up / spin down) = -10.115 / -10.114 eV
Calculated total energy = -73256.0098 eV
2S+1 = 1
Net charge = +3
Max |F| = 0.59 eV/A
Energy above the lowest of the compared OMol25 structures with the same formula, charge and spin = 0.000 eV

***

4.
A structure of composition HO2PtS at a distorted geometry, computed with the ωB97M-V functional and the def2-TZVPD basis.

Element x y z (Å)
S 0.2999 -0.6526 -1.3489
O 0.5653 0.1769 -0.1067
Pt -0.3966 0.3175 1.3971
O -0.7659 -1.6205 -1.0719
H 0.2973 1.7787 1.1304

Forces on atoms 1 to 3 (eV/Å):
-1.969 -1.358 1.329
4.618 -2.354 -8.669
-3.723 2.390 6.978

Computed properties:
LUMO level (spin up / spin down) = -7.599 / -8.609 eV
Calculated total energy = -18179.0566 eV
2S+1 = 3
Net charge = +1
Max |F| = 10.10 eV/A
Energy above the lowest of the compared OMol25 structures with the same formula, charge and spin = 0.496 eV

***

5.
A cluster of 13 separate species, C5H38N2O12S in total at a distorted geometry, computed with the ωB97M-V functional and the def2-TZVPD basis.

Element x y z (Å)
N 0.0948 -2.1355 -0.3919
C -0.1408 -1.3840 0.8305
C 0.8820 -1.7361 1.9062
C 0.5509 -1.2251 3.3302
S 1.9777 -0.7716 4.3094
C -1.6481 -1.4957 1.2607
N -2.2488 -0.1562 1.2765
C -3.4189 -0.1434 2.1712
H -0.3228 -3.0407 -0.4788
H -0.0433 -1.5298 -1.1907
H -0.0178 -0.3128 0.6240
H 0.8374 -2.8341 1.9117
H 1.9293 -1.4916 1.6940
H -0.0046 -0.3324 3.0386
H -0.2219 -1.7977 3.8361
H 1.8668 0.5323 4.5624
H -2.2515 -2.2691 0.7650
H -1.6943 -2.0290 2.2331
H -1.5635 0.4202 1.7428
H -3.7930 0.8585 2.3779
H -4.2710 -0.4993 1.5503
H -3.3859 -0.8611 2.9990
H -1.7675 0.0614 -2.4376
H -0.3347 0.4450 -2.2424
O -0.8727 -0.2764 -2.6217
H 1.2088 2.2621 -3.5119
H 2.0402 0.9664 -3.9102
O 2.0463 1.9310 -3.8352
H -3.8119 1.1534 -0.8254
H -2.9154 -0.0359 -0.4647
O -3.0663 0.6474 -1.1654
H 3.1518 -1.5066 -3.9549
H 2.8171 -0.6918 -2.7195
O 2.5609 -0.8136 -3.6547
H 0.3235 2.6028 3.8822
H -0.2693 2.0273 2.5030
O 0.2983 1.8809 3.2539
H 3.3154 0.1630 -0.2192
H 2.2526 -0.8613 -0.3673
O 2.9129 -0.3951 -0.8940
H -2.9291 -2.1471 -2.7551
H -1.6655 -2.3080 -1.8967
O -2.4830 -2.7444 -2.1494
H 2.2824 -2.9115 -3.2244
H 1.4466 -4.0933 -2.8769
O 2.3456 -3.7639 -2.7720
H -1.8536 1.9769 -1.3595
H -2.7534 3.0651 -2.0706
O -1.9499 2.9367 -1.5632
H -1.6078 3.3185 0.4320
H -1.1878 4.0874 1.7480
O -1.2149 3.2352 1.3138
H 0.4539 1.8818 -0.7272
H 1.6840 1.4030 -1.5956
O 0.9370 1.1319 -1.0634
H 0.0889 4.1145 -1.3019
H 0.2347 3.5846 0.1127
O 0.7490 3.9367 -0.6345

Forces on atoms 1 to 3 (eV/Å):
1.351 1.239 -0.068
-1.219 0.143 -0.403
-0.175 -2.184 1.000

Computed properties:
LUMO level = -0.327 eV
Calculated total energy = -44186.5335 eV
2S+1 = 1
Net charge = 0
Max |F| = 2.63 eV/A
Energy above the lowest of the compared OMol25 structures with the same formula, charge and spin = 0.623 eV